1.
A structure of composition C22H32NO2PRuS5 at a distorted geometry, computed with ωB97M-V/def2-TZVPD.

Element x y z (Å)
Ru -0.5703 0.2155 0.0622
S 2.0228 4.9611 4.7512
C 1.3892 3.9516 3.6702
S 1.0550 4.3572 2.0158
C 0.4478 2.8401 1.5166
C 0.4557 1.8439 2.5079
S -0.1300 0.2117 2.3016
S 1.0393 2.2869 4.0293
S -0.1134 2.6390 -0.0785
O 3.4374 -0.7393 -0.7975
C 2.2985 -1.1142 -0.6065
O 1.2826 -0.3222 -0.4930
C 2.0254 -2.6104 -0.5256
N 3.3812 -3.2897 -0.6196
C 3.3742 -4.2086 -1.8238
C 1.8991 -4.4998 -2.0383
C 1.2287 -3.1626 -1.7179
H 1.5736 -2.8625 0.4326
H 3.6182 -3.7914 0.2332
H 4.0364 -2.4912 -0.7293
H 3.9915 -5.0769 -1.6129
H 3.8127 -3.6489 -2.6472
H 1.5629 -5.2758 -1.3477
H 1.7015 -4.8440 -3.0508
H 0.1743 -3.2714 -1.4732
H 1.3155 -2.4800 -2.5656
C -3.1289 -1.6617 2.2530
C -3.4543 -1.6022 0.7556
C -4.9644 -1.8120 0.5888
C -2.6740 -2.6987 0.0240
P -2.9291 0.0749 0.1390
C -3.8702 1.3248 1.0123
C -3.3010 2.0513 2.0570
C -4.0579 2.9882 2.7452
C -5.3804 3.2077 2.3890
C -5.9524 2.4904 1.3455
C -5.2038 1.5505 0.6575
C -3.0938 0.3121 -1.7097
C -3.2117 1.8152 -2.0054
C -4.2505 -0.4209 -2.3898
C -1.7672 -0.2116 -2.2957
H -3.4879 -2.6199 2.6336
H -3.6299 -0.8720 2.8142
H -2.0613 -1.6057 2.4579
H -5.2083 -2.7992 0.9890
H -5.2951 -1.7885 -0.4460
H -5.5370 -1.0837 1.1622
H -2.8504 -3.6499 0.5302
H -1.5926 -2.5238 0.0448
H -2.9857 -2.8170 -1.0146
H -2.2721 1.8820 2.3381
H -3.6154 3.5475 3.5589
H -5.9692 3.9411 2.9238
H -6.9832 2.6632 1.0672
H -5.6647 0.9988 -0.1519
H -4.1924 2.1985 -1.7306
H -3.0833 1.9603 -3.0802
H -2.4669 2.4220 -1.4894
H -5.2213 -0.0954 -2.0182
H -4.1856 -1.5037 -2.2955
H -4.2190 -0.1819 -3.4563
H -0.8511 0.2911 -1.8912
H -1.6892 0.0723 -3.3477
H -1.6647 -1.2926 -2.2225

Forces on the atoms, in the same order (eV/Å):
Ru 0.68 0.28 0.74
S 0.08 0.25 0.25
C 0.11 -0.17 -0.21
S -0.03 0.26 -0.09
C -0.09 -0.23 0.02
C -0.04 -0.03 -0.25
S -0.19 0.06 -0.43
S -0.02 -0.09 0.28
S -0.03 -0.13 0.05
O 0.06 -0.18 -0.01
C 0.00 0.71 0.09
O -0.09 -0.51 -0.23
C 0.09 -0.33 -0.02
N -0.18 0.09 -0.06
C 0.05 0.07 0.09
C 0.01 0.00 0.06
C 0.00 0.00 -0.02
H -0.01 -0.02 0.00
H -0.04 0.00 0.00
H 0.07 0.01 0.00
H 0.01 0.00 -0.01
H -0.03 -0.01 -0.03
H 0.00 0.00 -0.01
H 0.00 0.01 0.00
H 0.00 0.01 0.00
H -0.01 -0.01 -0.01
C -0.04 0.00 0.02
C -0.06 0.02 -0.03
C -0.02 -0.08 0.07
C -0.01 -0.04 -0.05
P -0.12 -0.21 0.02
C -0.03 0.07 0.04
C -0.08 0.02 -0.01
C 0.00 -0.02 -0.04
C 0.00 0.00 0.00
C 0.00 0.00 -0.01
C -0.01 0.03 0.05
C -0.06 0.03 -0.04
C -0.04 0.00 -0.01
C 0.01 0.03 -0.09
C -0.05 -0.06 0.09
H -0.01 0.02 0.02
H 0.00 0.01 -0.01
H 0.04 -0.02 -0.03
H -0.01 0.02 -0.02
H 0.01 0.00 0.00
H 0.02 0.01 0.00
H -0.04 0.00 -0.02
H 0.03 0.06 0.05
H 0.00 0.02 0.02
H 0.02 -0.01 0.00
H 0.00 -0.01 -0.01
H 0.00 -0.01 -0.01
H 0.01 0.00 0.00
H 0.01 0.00 0.02
H 0.01 -0.01 -0.01
H -0.01 0.02 0.02
H 0.03 -0.04 0.02
H 0.02 0.00 0.00
H 0.02 0.01 0.01
H -0.01 -0.01 0.01
H 0.02 0.15 -0.25
H -0.03 -0.04 -0.02
H 0.02 0.00 0.01

Properties
- gap between HOMO and LUMO (spin up / spin down) (hartree) = 0.2409 / 0.2134
- highest occupied orbital energy (spin up / spin down) (eV) = -13.2204 / -14.1457
- LUMO energy (spin up / spin down) (eV) = -6.67 / -8.34
- multiplicity = 5
- net charge = +2

---

2.
A structure of composition C38H36N5O4S2Ta at a distorted geometry, computed with ωB97M-V/def2-TZVPD.

Element x y z (Å)
Ta 0.2295 -0.8904 0.1568
C 3.4271 -3.4019 2.4380
C 2.3519 -3.0887 1.4556
N 1.7104 -1.9355 1.5821
N 2.0631 -1.2304 2.6793
C 1.3783 -0.2292 3.0688
S -0.1014 0.3222 2.2152
S 1.9622 0.6506 4.4354
C 0.4187 0.8629 5.4373
C 0.0790 -0.4697 6.0154
C 0.6049 -0.8590 7.2422
C 0.3993 -2.1447 7.7118
C -0.3301 -3.0508 6.9604
C -0.8818 -2.6611 5.7502
C -0.6808 -1.3755 5.2837
C 1.9847 -4.0361 0.4287
C 2.5258 -5.3361 0.4032
C 2.1328 -6.2667 -0.5356
C 1.1970 -5.9340 -1.5107
C 0.6398 -4.6722 -1.5248
C 1.0083 -3.7277 -0.5647
O 0.4395 -2.5399 -0.5531
H 3.8286 -2.4741 2.8428
H 4.2257 -3.9851 1.9957
H 3.0169 -3.9587 3.2806
H -0.3455 1.2642 4.7767
H 0.6936 1.5913 6.1974
H 1.1735 -0.1548 7.8305
H 0.8213 -2.4433 8.6592
H -0.4817 -4.0556 7.3232
H -1.4656 -3.3629 5.1723
H -1.1263 -1.0650 4.3480
H 3.2437 -5.6305 1.1505
H 2.5445 -7.2647 -0.5045
H 0.8944 -6.6634 -2.2441
H -0.0938 -4.3887 -2.2676
C -0.5996 4.4259 -1.4679
O -0.1062 3.9330 -2.7029
C -1.0661 3.7457 -3.6826
C -1.2209 4.7164 -4.6657
C -2.1454 4.5618 -5.6821
C -2.9318 3.4215 -5.7246
C -2.7859 2.4479 -4.7554
C -1.8551 2.5896 -3.7295
N -1.8314 1.5752 -2.7395
C -0.8044 1.0435 -2.0585
N 0.4424 1.3309 -2.4484
C 1.6886 1.0510 -1.8817
C 1.9280 0.2880 -0.7409
C 3.2339 0.1918 -0.2666
C 4.2788 0.8296 -0.9100
C 4.0576 1.5309 -2.0834
C 2.7707 1.6528 -2.5828
O 2.4226 2.3125 -3.7081
C 3.4164 3.0036 -4.4493
N -1.0178 0.1758 -1.0610
C -2.3582 -0.2157 -0.7395
C -2.7506 -1.5351 -0.9602
C -4.0323 -1.9477 -0.6383
C -4.9275 -1.0403 -0.0973
C -4.5591 0.2772 0.1124
C -3.2713 0.7078 -0.1899
O -2.7947 1.9674 -0.0106
C -3.6921 2.9524 0.4799
H 0.2714 4.5609 -0.8280
H -1.2881 3.7102 -1.0083
H -1.1076 5.3847 -1.6032
H -0.6062 5.6015 -4.6081
H -2.2589 5.3315 -6.4286
H -3.6600 3.2898 -6.5090
H -3.4015 1.5606 -4.7862
H -2.7346 1.1540 -2.5590
H 0.5429 2.0173 -3.1986
H 3.4590 -0.3825 0.6196
H 5.2753 0.7638 -0.5058
H 4.8922 1.9718 -2.6001
H 2.8775 3.5214 -5.2407
H 4.1326 2.3070 -4.8919
H 3.9399 3.7370 -3.8326
H -2.0524 -2.2183 -1.4322
H -4.3332 -2.9649 -0.8222
H -5.9247 -1.3554 0.1634
H -5.2841 0.9649 0.5123
H -3.1139 3.8713 0.5559
H -4.0775 2.6812 1.4650
H -4.5241 3.1036 -0.2135

Forces on the atoms, in the same order (eV/Å):
Ta 1.27 2.99 1.07
C 0.25 0.09 0.03
C -0.10 0.46 0.37
N -1.05 0.50 -1.28
N 0.74 0.40 1.27
C -0.30 -0.68 -0.44
S 0.00 -0.42 -0.56
S 0.11 0.61 0.20
C 0.38 -0.29 -0.40
C -0.17 -0.11 0.18
C -0.09 0.01 -0.11
C 0.06 -0.01 0.02
C -0.05 -0.07 0.01
C 0.01 -0.10 0.03
C -0.04 0.09 0.00
C -0.61 -0.08 -0.87
C -0.09 0.20 0.01
C -0.02 -0.03 0.00
C 0.15 0.09 0.27
C -0.12 0.69 0.18
C 1.27 -2.39 0.44
O -0.62 -0.44 -1.03
H 0.00 -0.22 -0.03
H -0.01 -0.13 -0.12
H -0.08 -0.06 0.07
H -0.10 0.12 0.14
H -0.03 0.08 -0.08
H 0.12 0.08 0.06
H 0.00 -0.01 0.09
H -0.02 -0.09 0.05
H -0.08 -0.04 -0.02
H -0.05 -0.02 -0.03
H 0.09 0.01 0.07
H 0.06 0.00 -0.01
H -0.03 -0.07 -0.10
H -0.02 -0.02 -0.03
C -0.09 0.13 0.34
O -0.24 -0.04 -0.64
C 0.04 0.09 0.17
C 0.06 -0.10 0.08
C 0.05 -0.04 0.10
C -0.04 -0.05 0.06
C 0.04 0.01 -0.01
C 0.22 0.41 -0.32
N 0.02 -0.45 0.55
C 0.87 0.77 -1.31
N -0.76 0.14 -0.30
C 0.62 0.10 0.02
C -1.79 -0.98 0.34
C 0.41 -0.11 0.24
C -0.27 -0.18 0.10
C -0.21 0.10 -0.18
C -0.19 -0.22 0.30
O -0.22 -0.18 0.25
C 0.20 0.22 -0.28
N 0.36 -0.26 0.07
C -0.02 -0.14 0.36
C 0.03 -0.04 -0.09
C -0.03 -0.12 0.10
C 0.22 -0.18 -0.13
C 0.18 0.37 0.01
C 0.19 0.37 0.30
O -0.03 -0.77 -0.12
C -0.27 0.31 0.13
H -0.09 0.02 0.01
H 0.02 0.03 0.02
H 0.04 -0.05 -0.01
H 0.10 0.07 0.04
H 0.01 0.06 -0.08
H -0.06 -0.02 -0.06
H -0.06 -0.13 -0.02
H 0.13 0.06 0.09
H -0.20 -0.20 0.18
H -0.04 0.00 0.06
H 0.14 -0.04 0.02
H 0.07 0.14 -0.11
H 0.10 -0.06 0.05
H -0.05 0.01 0.06
H -0.05 -0.05 0.04
H -0.04 0.01 -0.03
H -0.03 -0.15 -0.01
H -0.13 -0.03 -0.01
H -0.05 0.13 0.09
H -0.07 -0.08 0.02
H 0.04 0.01 -0.03
H 0.05 -0.02 0.04

Properties
- gap between HOMO and LUMO (hartree) = 0.2201
- highest occupied orbital energy (eV) = -12.8557
- LUMO energy (eV) = -6.87
- net charge = +2

---

3.
A cluster of 2 separate species, C2H8Si in total at a distorted geometry, computed with ωB97M-V/def2-TZVPD.

Element x y z (Å)
C -1.5814 1.2585 0.9423
C 0.7483 0.3393 -0.7956
Si 0.8214 -1.4339 -0.3172
H -1.8715 2.0927 0.3798
H -2.0425 0.4090 0.8978
H -0.8713 1.6228 1.6354
H 1.7989 0.7499 -0.8909
H 0.0123 0.8164 -1.4353
H -0.1792 -2.4479 -0.0332
H 1.5252 -1.3785 1.1153
H 1.6398 -2.0284 -1.4983

Forces on the atoms, in the same order (eV/Å):
C 2.87 4.78 0.12
C 0.34 0.29 -0.52
Si 2.13 -0.15 0.91
H -0.83 0.66 -1.22
H -2.38 -4.85 0.01
H 0.63 -0.68 1.04
H -1.36 -0.21 0.34
H 0.13 -0.03 0.11
H -0.96 0.19 -0.23
H -0.27 -0.22 -1.58
H -0.28 0.20 1.04

Properties
- gap between HOMO and LUMO (spin up / spin down) (hartree) = 0.3186 / 0.3347
- highest occupied orbital energy (spin up / spin down) (eV) = -8.9322 / -8.9495
- LUMO energy (spin up / spin down) (eV) = -0.26 / 0.16

---

4.
A cluster of 11 separate species, C5H32O10S in total at a distorted geometry, computed with ωB97M-V/def2-TZVPD.

Element x y z (Å)
C -2.6692 2.5370 0.9063
C -2.7655 2.0709 -0.5148
C -1.9983 0.8295 -0.8671
C -0.4463 0.9897 -0.8200
S 0.2308 1.9413 -2.2809
C 1.7817 1.1662 -2.3378
H -2.2616 1.6048 1.3887
H -2.1581 3.4591 1.1910
H -3.6076 2.4309 1.4616
H -2.4085 2.8007 -1.2620
H -3.7867 2.0102 -0.8988
H -2.2431 0.3931 -1.8455
H -2.1512 -0.0373 -0.2311
H -0.1124 1.3281 0.1223
H -0.0987 -0.0063 -1.1908
H 2.3922 1.7424 -3.0394
H 1.7608 0.1161 -2.6937
H 2.3350 0.9721 -1.3928
H 2.5297 2.8197 0.5161
H 1.2869 3.1366 1.3745
O 2.0825 2.5886 1.3462
H 4.8521 0.4890 -0.1245
H 3.9540 0.7992 1.1850
O 4.0860 0.9233 0.2454
H 1.2537 -4.4981 0.2907
H 2.1531 -3.3102 0.0494
O 1.6877 -3.7752 0.7564
H -0.3206 0.2733 3.1125
H -0.0298 1.4928 3.8756
O -0.7125 0.8040 3.8126
H 0.1637 -1.8953 2.9113
H 0.6942 -2.5238 1.5892
O 0.1045 -1.8337 1.9445
H -1.7142 -3.1524 -0.0206
H -3.1217 -3.4482 -0.4673
O -2.4903 -2.7194 -0.3913
H 1.9895 0.9963 1.6982
H 1.0406 -0.2758 1.8865
O 1.8130 0.1781 2.2761
H -0.3746 -1.4847 -3.9391
H -1.7920 -1.8743 -3.5791
O -1.0321 -2.1689 -4.1057
H -3.6918 -0.5965 -2.4885
H -3.2442 -1.8260 -1.7532
O -3.5833 -1.5491 -2.6220
H 3.9056 -1.7643 2.1264
H 2.9405 -0.8349 1.5265
O 3.7764 -1.3187 1.2733

Forces on the atoms, in the same order (eV/Å):
C -0.19 -2.52 1.73
C -0.49 1.21 -2.45
C 1.47 -0.84 -0.08
C -1.30 -1.30 -3.37
S -1.50 0.71 1.33
C 2.02 -1.78 -0.03
H 0.80 1.28 0.21
H 0.04 -0.32 -0.31
H -0.38 0.92 -0.49
H 0.26 0.31 0.52
H -0.30 -0.41 0.54
H 0.10 0.75 -0.03
H -0.52 0.07 0.72
H 0.73 0.22 0.92
H 0.15 0.47 1.37
H 0.13 -0.17 0.24
H -0.42 0.43 -0.43
H -0.42 1.07 -0.22
H -0.01 -0.19 0.18
H 0.12 -0.11 0.00
O 0.01 0.69 -0.49
H 0.12 -0.43 0.76
H 0.92 -0.61 -0.08
O -0.82 1.91 -1.12
H -0.06 -0.12 0.15
H 0.28 0.20 0.22
O -0.09 -0.06 -0.38
H -0.22 -0.20 -0.02
H -0.35 -0.18 0.28
O 0.45 0.44 -0.14
H -0.03 -0.19 -0.34
H 0.07 -0.10 0.04
O -0.37 0.05 0.35
H 0.19 0.34 0.05
H -0.04 0.16 0.00
O -0.20 -0.61 0.23
H -0.66 -0.97 1.13
H 0.36 -0.13 -0.04
O 0.06 1.08 -1.01
H 0.04 -0.05 -0.15
H -0.26 -0.16 -0.13
O 0.12 0.22 0.29
H -0.22 -0.26 -0.32
H 0.13 -0.14 -0.24
O 0.07 0.44 0.26
H 0.36 -0.24 -0.41
H 0.63 -0.16 -0.42
O -0.78 -0.73 1.19

Properties
- gap between HOMO and LUMO (hartree) = 0.3116
- highest occupied orbital energy (eV) = -8.5667
- LUMO energy (eV) = -0.09

---

5.
The molecule C6H10O at a distorted geometry, computed with ωB97M-V/def2-TZVPD.

Element x y z (Å)
O -1.8341 0.2551 -0.6881
C -2.0839 1.0632 0.1568
C -1.2385 1.0677 1.3936
C 0.1872 0.2881 1.3890
C 0.8782 0.1253 0.0783
C 1.2336 -1.0771 -0.4942
C 1.3613 -1.2941 -1.9052
H -2.7418 1.9022 -0.1381
H -1.1088 2.0833 1.6451
H -2.0325 0.6081 1.9762
H 0.9386 0.6370 2.0415
H -0.1914 -0.7810 1.7869
H 1.3717 1.0724 -0.3143
H 1.2107 -1.9441 0.1131
H 2.3559 -1.3791 -2.3495
H 0.7992 -0.4220 -2.4023
H 0.8946 -2.2049 -2.2888

Forces on the atoms, in the same order (eV/Å):
O -0.86 -1.11 -1.09
C 2.55 0.43 -1.55
C 0.58 -0.37 -0.55
C -3.18 -3.33 0.03
C 1.72 -0.88 -1.14
C -1.30 2.47 2.42
C -0.08 1.50 -3.39
H -0.45 0.02 0.88
H 0.00 1.23 0.85
H 0.55 -0.14 1.50
H 0.11 1.01 1.46
H 1.42 2.06 -0.89
H -1.44 -1.00 -0.30
H -0.63 -0.85 0.72
H 0.31 0.32 0.23
H 1.07 -1.36 0.27
H -0.37 0.00 0.53

Properties
- gap between HOMO and LUMO (hartree) = 0.3438
- highest occupied orbital energy (eV) = -8.2886
- LUMO energy (eV) = 1.07

---

6.
A structure of composition C18H36F9KN3O7P at a distorted geometry, computed with ωB97M-V/def2-TZVPD.

Element x y z (Å)
K -0.8776 0.4754 -1.2848
C -2.8678 0.6199 -4.4039
O -3.0100 -0.4898 -3.4794
O -1.9056 1.4475 -4.0245
C -2.7797 -0.0290 -5.8351
F -4.0324 -0.2644 -6.3117
F -2.1082 0.7224 -6.7230
F -2.1604 -1.2582 -5.8482
C -3.9017 -0.5640 -2.4087
C -3.6519 -1.9027 -1.6882
H -4.2442 -1.9066 -0.7736
H -3.8701 -2.6939 -2.4099
H -2.5934 -2.0380 -1.4570
H -4.9768 -0.5284 -2.6231
H -3.6962 0.2100 -1.6614
H -3.8428 1.1433 -4.3919
C 2.8364 2.2684 -0.3747
O 2.9654 3.7240 -0.5149
O 1.5975 1.9339 -0.7771
C 4.1496 1.6412 -0.8411
F 4.3862 0.5101 -0.1398
F 4.1951 1.3231 -2.1554
F 5.2756 2.4115 -0.7032
C 3.5410 4.4274 0.5817
C 3.9692 5.8130 0.1108
H 3.0876 6.3277 -0.2734
H 4.3412 6.3853 0.9629
H 4.7140 5.6835 -0.6729
H 4.4303 3.8596 0.8654
H 2.7694 4.5176 1.3485
H 2.7403 2.0674 0.7071
C -2.5330 3.0740 0.8521
O -1.3679 3.8247 1.3216
O -2.3567 2.8799 -0.4568
C -2.4997 1.7646 1.7157
F -1.3051 1.1678 1.7783
F -2.9877 1.9153 2.9913
F -3.3862 0.8754 1.1497
C -1.6577 4.9530 2.0894
C -0.4404 5.9000 2.1751
H -0.5373 6.5075 1.2745
H -0.4225 6.5859 3.0235
H 0.4754 5.3098 2.1905
H -1.9468 4.6471 3.1046
H -2.3999 5.6126 1.6229
H -3.4234 3.7023 1.0259
O -0.1139 -2.2039 -0.5182
P 0.4508 -3.1462 0.4559
N -0.2283 -2.9676 2.0033
C -0.8575 -1.7026 2.4237
C 0.1829 -3.8704 3.0879
N 2.0929 -2.9570 0.8002
C 2.9290 -4.0878 1.2003
C 2.8081 -1.6678 0.7916
N 0.2548 -4.7846 0.0475
C -0.7365 -5.6395 0.6756
C 0.4968 -5.1430 -1.3615
H -0.1670 -0.8820 2.2090
H -1.0721 -1.7086 3.4870
H -1.7020 -1.5470 1.7539
H -0.5183 -3.8141 3.9241
H 1.0887 -3.4369 3.5288
H 0.2850 -4.8946 2.7470
H 3.0211 -4.0944 2.2919
H 2.6458 -5.0679 0.8288
H 3.9330 -3.8531 0.8311
H 3.0490 -1.4265 1.8334
H 3.7500 -1.7687 0.2573
H 2.1776 -0.8547 0.4358
H -1.3409 -4.9847 1.3162
H -1.4479 -6.0638 -0.0335
H -0.3995 -6.4039 1.3844
H -0.4633 -5.2250 -1.8699
H 1.1325 -6.0299 -1.3632
H 1.0582 -4.3309 -1.8265

Forces on the atoms, in the same order (eV/Å):
K 0.18 1.04 -0.45
C 0.78 2.67 1.62
O -0.05 -1.88 -0.41
O -0.49 -1.46 -1.06
C 0.72 -0.87 1.04
F 0.11 0.14 -0.42
F -0.53 -0.09 0.04
F -0.20 0.58 -0.15
C 0.62 -0.01 0.97
C 0.30 0.46 -0.90
H -0.10 -0.42 -0.03
H -0.39 -0.25 0.36
H 0.01 0.22 0.21
H 0.02 0.24 -0.59
H -0.14 0.48 -0.15
H -0.58 -0.14 -0.31
C -4.07 1.36 1.84
O 0.81 0.57 -0.36
O 2.12 -1.22 -1.23
C 0.29 -0.01 -1.58
F 0.25 -0.14 -0.07
F -0.39 -0.35 0.18
F -0.30 -0.06 0.65
C -0.11 -0.59 -1.25
C -0.56 -0.52 0.19
H 0.11 0.05 -0.19
H 0.26 0.06 -0.08
H 0.06 0.30 0.00
H -0.07 0.20 0.80
H 0.23 -0.16 0.50
H 1.40 0.11 0.63
C 1.61 0.34 -3.19
O 0.24 0.76 0.96
O -0.72 -1.15 1.84
C -1.73 0.54 -0.87
F -0.29 0.04 0.13
F 0.65 0.02 -0.07
F 0.63 -0.17 0.30
C 0.62 0.47 0.70
C -0.19 -0.53 -0.55
H 0.77 0.02 -0.07
H -0.35 -0.16 0.20
H 0.10 0.14 -0.21
H -0.39 0.19 0.04
H -0.71 -0.55 0.13
H -0.36 -0.31 0.90
O 0.10 0.40 0.00
P 0.43 -0.08 1.87
N -0.96 -1.46 -0.07
C 0.93 -0.09 -1.65
C 0.28 1.67 -0.09
N -0.34 -1.07 -1.53
C 0.57 1.17 0.24
C -0.73 -0.58 0.89
N 0.09 0.06 0.10
C -1.00 1.21 1.00
C 0.63 0.90 0.90
H -0.09 0.14 0.32
H -0.33 -0.13 -0.06
H -0.39 0.26 0.57
H -0.44 -0.24 -0.31
H 0.47 -0.66 0.00
H 0.34 0.02 0.19
H 0.00 -0.37 0.09
H -0.39 0.14 -0.05
H 0.07 -0.29 -0.08
H 0.17 0.15 0.04
H -0.16 0.18 -0.32
H 0.13 -0.08 -0.42
H -0.18 -0.16 -0.12
H 0.27 -0.13 -0.23
H 0.58 -0.26 -0.51
H 0.15 -0.36 -0.24
H -0.34 -0.26 -0.44
H -0.04 -0.07 -0.13

Properties
- gap between HOMO and LUMO (hartree) = 0.1934
- highest occupied orbital energy (eV) = -1.5641
- LUMO energy (eV) = 3.70
- net charge = -2